ORCA calculation (ωB97M-V with the def2-TZVPD basis set) on C3H5O2 as an isolated structure at a distorted geometry.

The energy relative to the best compared isomer or geometry (same formula, charge and spin) comes out at 1.571 eV. The HOMO energy (alpha / beta) comes out at -12.789 / -17.871 eV. Its spin multiplicity is 3. For the total energy, the calculation gives -7272.040 eV. Its net charge is +1. Its expectation value of S² is 2.0151. The frontier orbital gap (alpha / beta) is 7.27 / 7.59 eV.

Cartesian coordinates (Å):
C -1.0516 1.2822 -1.3210
C -0.8022 -0.9001 -0.4086
C 0.6194 -0.9475 0.9701
O -1.3136 -1.8497 -0.8512
O -1.1922 0.3977 -0.4484
H -1.0879 2.2250 -0.9956
H -0.7280 1.1461 -2.4013
H 0.0752 -0.9029 1.8455
H 1.2865 -0.1949 0.8053
H 0.8416 -2.0317 1.0386

Atomic partial charges in e from the natural (NBO) method, atoms 1 to 2:
1 C -0.0181
2 C 0.8583


ORCA calculation (ωB97M-V with the def2-TZVPD basis set) on one molecule with the formula C4H7N3S at a distorted geometry.

The energy relative to the best compared isomer or geometry (same formula, charge and spin) comes out at 3.329 eV. The HOMO energy comes out at -9.127 eV. Its SMILES is [H]/N=C/N=C\NCC=S. Its spin multiplicity is 1. For the total energy, the calculation gives -19564.449 eV. The frontier orbital gap is 8.55 eV.

Cartesian coordinates (Å):
H -0.2111 -0.9787 -2.7665
N 0.1315 -0.3101 -2.1312
C -0.9388 0.3979 -1.9821
N -1.1162 1.4867 -1.2219
C -0.3421 1.6208 -0.1704
N 0.4977 0.8076 0.5942
C 0.3810 -0.6709 0.7373
C 0.7520 -1.1238 2.0779
S 1.6843 -2.3127 2.5500
H -1.8872 -0.0926 -2.4542
H -0.3296 2.7297 0.1914
H 0.9454 1.3371 1.2964
H 0.9102 -1.3173 -0.0719
H -0.6012 -1.0295 0.5331
H 0.1240 -0.5443 2.8178

Atomic partial charges in e from the natural (NBO) method, atoms 1 to 2:
1 H 0.3333
2 N -0.6997


ORCA calculation (ωB97M-V with the def2-TZVPD basis set) on one molecule with the formula C3H9NOS2 at a distorted geometry.

The energy relative to the best compared isomer or geometry (same formula, charge and spin) comes out at 0.631 eV. The HOMO energy comes out at -9.241 eV. Its SMILES is N[C@@H](CO)CSS. Its spin multiplicity is 1. For the total energy, the calculation gives -28464.808 eV. The frontier orbital gap is 9.80 eV.

Cartesian coordinates (Å):
N 0.0054 -1.4045 -1.0167
C -0.3378 -0.2247 -0.1892
C -0.9631 -0.7273 1.0947
O -2.3382 -1.1089 0.9613
C 0.9789 0.4670 0.1189
S 0.8475 2.1904 0.6780
S 1.2922 3.2942 -0.9784
H 0.2984 -1.1109 -1.9437
H -0.8102 -1.9920 -1.1508
H -1.0268 0.4072 -0.7431
H -0.4087 -1.5853 1.4789
H -0.9496 0.0569 1.8465
H -2.3850 -1.9769 0.5579
H 1.6634 0.4088 -0.7348
H 1.5093 -0.0535 0.9258
H 2.6242 3.3594 -0.9053

Atomic partial charges in e from the natural (NBO) method, atoms 1 to 2:
1 N -0.8400
2 C -0.1032


ORCA calculation (ωB97M-V with the def2-TZVPD basis set) on one molecule with the formula C2HCl2NO at a distorted geometry.

The energy relative to the best compared isomer or geometry (same formula, charge and spin) comes out at 1.680 eV. The HOMO energy comes out at -11.672 eV. Its SMILES is N#CC(O)(Cl)Cl. Its spin multiplicity is 1. For the total energy, the calculation gives -30670.317 eV. The frontier orbital gap is 11.55 eV.

Cartesian coordinates (Å):
N -2.3381 -0.1002 -0.8708
C -1.2867 -0.1258 -0.4195
C 0.1028 -0.2122 -0.0766
O 0.4545 0.6887 1.3512
Cl 0.5672 -1.7821 0.1690
Cl 1.0949 0.5206 -1.3684
H 1.4055 1.0111 1.2152

Atomic partial charges in e from the natural (NBO) method, atoms 1 to 2:
1 N -0.2014
2 C 0.1889


ORCA calculation (ωB97M-V with the def2-TZVPD basis set) on one molecule with the formula C5H8O2.

The energy relative to the best compared isomer or geometry (same formula, charge and spin) comes out at 1.073 eV. The HOMO energy comes out at -9.454 eV. Its SMILES is C[C@@]1(O)CCC1=O. Its spin multiplicity is 1. For the total energy, the calculation gives -9408.759 eV. The frontier orbital gap is 10.24 eV.

Cartesian coordinates (Å):
C 1.7812 0.1476 0.2276
C 0.4073 -0.3428 -0.1866
O 0.6246 -1.5494 -0.8823
C -0.7160 -0.3975 0.8949
C -1.5505 0.6759 0.1534
C -0.4760 0.6908 -0.9378
O -0.3773 1.2323 -2.0048
H 2.2442 -0.5885 0.8932
H 2.4027 0.2383 -0.6677
H 1.7486 1.1157 0.7358
H -0.1792 -1.7827 -1.3638
H -1.1761 -1.3883 0.8950
H -0.4180 -0.1411 1.9151
H -2.5338 0.3522 -0.2054
H -1.6773 1.6368 0.6611

Atomic partial charges in e from the natural (NBO) method, atoms 1 to 2:
1 C -0.6184
2 C 0.1468


ORCA calculation (ωB97M-V with the def2-TZVPD basis set) on C54H44BrLaN13O2 as an isolated structure at a distorted geometry.

The energy relative to the best compared isomer or geometry (same formula, charge and spin) comes out at 1.094 eV. The HOMO energy comes out at -9.151 eV. Its spin multiplicity is 1. For the total energy, the calculation gives -151078.327 eV. Its net charge is +1. The frontier orbital gap is 5.90 eV.

Cartesian coordinates (Å):
La -0.0969 0.1483 0.0242
C 0.4443 2.0631 4.4457
C -0.1574 1.5748 3.2982
N 0.3549 0.5557 2.6124
C 1.4426 -0.0408 3.1235
C 2.0646 0.5023 4.2552
N 1.5818 1.5470 4.8928
C 1.8924 -1.3064 2.5164
C 2.6293 -2.2083 3.2823
C 2.9687 -3.4650 2.7791
C 2.5249 -3.7379 1.4847
C 1.8034 -2.7815 0.7722
N 1.4999 -1.5819 1.2700
C 1.2859 -3.1313 -0.5624
C 1.9170 -4.0909 -1.3648
N 1.3751 -4.5445 -2.4760
C 0.2025 -4.0488 -2.8286
C -0.3786 -3.0092 -2.1077
N 0.1596 -2.5438 -0.9880
C 3.7140 -4.4594 3.5774
C 4.0713 -5.7097 3.0597
C 4.7815 -6.5995 3.8524
N 5.1504 -6.3407 5.0924
C 4.8111 -5.1705 5.5990
C 4.1014 -4.2071 4.8979
H 0.0290 2.8879 5.0066
H -1.0902 1.9907 2.9435
H 2.9954 0.1092 4.6389
H 2.8981 -1.9390 4.2875
H 2.6935 -4.7040 1.0415
H 2.8909 -4.4897 -1.1196
H -0.2571 -4.4748 -3.7082
H -1.3052 -2.5543 -2.4303
H 3.8081 -6.0142 2.0599
H 5.0715 -7.5700 3.4727
H 5.1252 -4.9956 6.6190
H 3.8575 -3.2859 5.4006
C 6.4154 -0.7778 2.0601
C 5.2004 -0.0459 1.5869
C 4.6509 1.0083 2.3112
C 3.4985 1.6367 1.8939
C 2.8260 1.2687 0.7113
N 1.6274 1.8505 0.3451
C 1.6220 3.2260 0.3943
C 2.8167 3.9456 0.1646
C 2.8802 5.3159 0.1496
C 1.7300 6.0815 0.3283
C 1.7485 7.5766 0.2706
C 0.5428 5.4053 0.5292
C 0.4688 4.0126 0.5915
N -0.8216 3.4845 0.8158
C -1.7869 4.1429 1.4892
C -2.9827 3.5059 1.2407
C -2.6437 2.4517 0.3985
N -1.3283 2.4217 0.1692
C 3.4523 0.2632 -0.0581
C 4.5956 -0.3863 0.3873
N 3.0138 -0.0353 -1.3641
C 3.8197 -0.1172 -2.4366
C 3.0359 -0.4532 -3.5197
C 1.7525 -0.5604 -2.9949
N 1.7440 -0.2965 -1.6879
H 6.8094 -0.3209 2.9625
H 7.1935 -0.7671 1.2994
H 6.1676 -1.8178 2.2706
H 5.1339 1.3448 3.2173
H 3.0934 2.4570 2.4713
H 3.7151 3.3762 -0.0216
H 3.8254 5.8018 -0.0416
H 2.7033 7.9664 0.6155
H 0.9497 7.9856 0.8863
H 1.5957 7.9133 -0.7556
H -0.3668 5.9831 0.6136
H -1.5740 4.9881 2.1105
H -3.9546 3.7661 1.6055
H -3.3144 1.7613 -0.0723
H 5.0300 -1.1610 -0.2302
H 4.8679 0.0909 -2.3707
H 3.3375 -0.5963 -4.5373
H 0.8518 -0.8310 -3.5128
O -2.3144 -3.5251 1.2395
C -3.2490 -3.0558 2.1008
C -4.0246 -3.9399 2.8441
C -4.9335 -3.4595 3.7672
C -5.0796 -2.0955 3.9734
C -4.3508 -1.2084 3.2031
C -3.4577 -1.6800 2.2543
C -2.6996 -0.7477 1.3396
O -1.3996 -1.0773 1.1704
N -3.3944 -0.7869 0.0158
N -2.7254 -0.3287 -1.0205
C -3.1432 -0.4963 -2.2269
C -2.5415 0.1844 -3.3322
Br -1.0232 1.3085 -2.8462
C -3.0103 0.1689 -4.5916
C -2.4132 0.8231 -5.7446
C -3.2077 1.5358 -6.6431
C -2.6356 2.1764 -7.7256
C -1.2705 2.0880 -7.9462
C -0.4814 1.3484 -7.0818
C -1.0429 0.7284 -5.9851
H -1.7493 -2.7421 1.0138
H -3.8960 -4.9980 2.6884
H -5.5266 -4.1524 4.3438
H -5.7652 -1.7253 4.7201
H -4.4604 -0.1406 3.3396
H -2.8191 0.2933 1.7184
H -4.1674 -1.4410 -0.1157
H -4.0262 -1.0964 -2.4576
H -3.9461 -0.3513 -4.7581
H -4.2721 1.5987 -6.4736
H -3.2584 2.7379 -8.4044
H -0.8223 2.5888 -8.7895
H 0.5761 1.2443 -7.2615
H -0.4268 0.1265 -5.3358

Atomic partial charges in e from the Mulliken method, atoms 1 to 2:
1 La 1.1451
2 C -1.0854


ORCA calculation (ωB97M-V with the def2-TZVPD basis set) on a 2-piece molecular cluster, C13H18N3O overall at a distorted geometry.

The energy relative to the best compared isomer or geometry (same formula, charge and spin) comes out at 0.000 eV. The HOMO energy comes out at -11.444 eV. Its spin multiplicity is 1. For the total energy, the calculation gives -20281.301 eV. Its net charge is +1. The frontier orbital gap is 8.29 eV.

Cartesian coordinates (Å):
C 0.3742 -1.2458 2.2237
C 0.1140 -1.7612 0.9729
C -0.5179 -0.9650 -0.1657
C -1.2019 0.3100 0.2625
C -0.7921 1.6063 0.0793
N -1.7444 2.4072 0.6633
C -2.7171 1.6661 1.1827
N -2.3979 0.3947 0.9495
C -3.3385 -0.6204 1.4910
C -3.4134 -1.9428 0.7339
O -3.8184 -1.7841 -0.6124
H -0.4684 -0.9985 2.8854
H 1.4200 -1.0934 2.5160
H 0.4045 -2.7982 0.7384
H -1.2367 -1.5700 -0.7492
H 0.2986 -0.6788 -0.8509
H 0.1272 1.9228 -0.4026
H -1.7029 3.4189 0.6855
H -3.5916 2.0313 1.7121
H -4.3426 -0.1663 1.4284
H -3.1449 -0.7736 2.5620
H -4.1348 -2.5777 1.2866
H -2.4514 -2.4834 0.8181
H -3.5017 -2.5691 -1.0776
N 4.7779 -0.3299 -1.8004
C 4.6614 0.4967 -2.8404
C 3.8287 1.6063 -2.8549
C 3.0712 1.8700 -1.7266
C 3.1768 1.0215 -0.6347
C 4.0428 -0.0581 -0.7237
H 5.2714 0.2479 -3.7014
H 3.7765 2.2442 -3.7265
H 2.4075 2.7270 -1.6985
H 2.6020 1.1925 0.2678
H 4.1618 -0.7470 0.1063

Atomic partial charges in e from the natural (NBO) method, atoms 1 to 2:
1 C -0.4346
2 C -0.1567


Number 2 is which compound?
C4H7N3S


Which formula does entry 7 have?
C13H18N3O


What is the spin multiplicity in the fifth record?
1